Record 1
Density functional theory data (ωB97M-V with the def2-TZVPD basis set) for 11 unconnected molecules or ions with the total composition C41H88Cl11N5O13P at a distorted geometry.

```
159
Properties=species:S:1:pos:R:3:forces:R:3:lowdin_charge:R:1
C 2.247 -3.308 4.961 0.308 0.362 -0.195 -0.05
C 2.100 -4.366 3.859 0.086 -0.607 -0.012 -0.28
C 2.582 -5.727 4.385 0.984 -0.629 -0.544 -0.19
O 2.574 -6.711 3.342 -0.553 -0.304 0.006 -0.20
C 3.295 -7.910 3.639 -0.245 1.300 0.807 -0.11
N 0.676 -4.405 3.373 0.266 -1.043 1.495 0.22
H 0.324 -4.948 2.590 0.640 -0.040 -0.563 0.15
H 0.073 -4.729 4.126 -0.387 0.325 0.211 0.15
H 0.396 -3.423 3.238 -1.324 1.897 -0.341 0.05
H 1.659 -3.477 5.864 -0.034 -0.455 -0.098 0.05
H 1.987 -2.292 4.662 -0.212 -0.186 -0.467 0.06
H 3.304 -3.230 5.217 0.016 -0.165 0.104 0.08
H 2.692 -4.102 2.984 0.136 0.105 0.107 0.15
H 2.091 -6.029 5.316 -0.795 -0.223 -0.230 0.13
H 3.630 -5.737 4.699 0.214 1.017 0.058 0.12
H 4.271 -7.657 4.063 0.398 0.105 -0.419 0.08
H 3.392 -8.483 2.720 -0.123 -0.073 0.172 0.09
H 2.833 -8.444 4.473 -0.452 -0.425 -0.318 0.08
C -0.134 1.527 2.654 0.975 1.706 1.676 -0.07
C -0.083 0.961 1.298 -0.920 -1.415 -0.593 -0.30
C 0.307 1.921 0.216 1.679 0.852 -2.191 -0.16
O 0.528 1.209 -1.000 -1.469 -1.019 -0.265 -0.22
C 0.757 1.987 -2.142 0.964 -0.082 0.081 -0.14
N 0.732 -0.321 1.328 0.679 1.250 -0.469 0.25
H 0.714 -0.881 0.483 -0.493 0.219 -0.311 0.12
H 1.708 -0.217 1.600 0.292 0.407 0.057 0.12
H 0.316 -0.894 2.076 -0.863 -1.290 1.201 0.05
H 0.860 1.850 2.972 0.278 -0.117 0.008 0.06
H -0.485 0.917 3.484 -0.273 -0.543 -0.629 0.04
H -0.706 2.455 2.698 -0.334 -0.095 -0.341 0.08
H -1.080 0.559 1.092 -0.120 -0.183 -0.373 0.11
H 1.259 2.467 0.249 0.440 -0.047 1.466 0.11
H -0.358 2.756 -0.020 -0.958 -0.359 0.673 0.13
H 0.057 2.783 -2.408 -0.520 -0.022 0.608 0.07
H 0.780 1.317 -3.001 0.116 -0.121 0.100 0.05
H 1.747 2.435 -2.009 0.057 0.253 -0.396 0.03
P -1.813 -2.002 2.769 -6.339 -3.533 -0.696 -0.04
O -2.919 -1.474 3.763 2.302 2.874 0.422 -0.45
O -0.320 -1.927 3.280 1.021 0.817 -0.473 -0.46
O -2.086 -1.556 1.300 2.245 2.530 0.216 -0.42
O -2.375 -3.440 2.697 2.564 -2.273 0.417 -0.50
Cl 4.434 -0.346 3.036 1.574 -2.351 3.220 0.62
O 3.534 0.746 3.236 -0.645 1.029 -1.841 -0.38
O 4.584 -0.904 4.375 -0.151 -0.668 -0.527 -0.39
O 3.939 -1.379 2.123 -0.370 1.159 -0.028 -0.39
O 5.775 0.028 2.634 -0.511 0.845 -1.085 -0.38
C 1.516 6.698 4.145 0.645 0.173 0.719 -0.04
C 2.049 6.037 2.879 -2.366 -0.999 -0.348 -0.52
C 1.248 6.674 1.744 0.045 -0.844 -2.191 -0.13
C 1.737 6.214 0.299 0.091 1.229 1.872 -0.15
C 3.198 6.626 0.231 0.185 -0.176 -0.407 -0.16
C 4.111 6.069 1.361 0.746 -0.179 -1.190 -0.47
N 3.459 6.204 2.689 4.112 -0.393 2.457 -0.06
O 4.309 5.966 3.766 -2.982 0.795 -3.388 -0.03
C 4.437 4.613 0.978 -0.983 -0.419 0.751 -0.05
C 5.409 6.881 1.240 0.025 1.163 1.553 -0.06
C 1.599 4.543 2.901 -0.389 0.621 1.048 -0.01
H 0.445 6.526 4.253 0.034 -0.126 -0.195 0.09
H 1.666 7.778 4.132 0.137 0.046 -0.127 0.08
H 2.006 6.323 5.045 0.038 -0.109 -0.062 0.08
H 0.215 6.327 1.725 -0.095 0.103 0.872 0.12
H 1.238 7.759 1.860 0.160 0.099 -0.363 0.11
H 1.089 6.696 -0.432 0.304 0.207 -0.175 0.11
H 1.603 5.145 0.133 0.054 -0.070 0.290 0.09
H 3.325 7.710 0.227 -0.353 0.125 -0.016 0.11
H 3.622 6.255 -0.704 0.242 0.105 -0.036 0.12
H 4.692 3.985 1.833 -0.116 0.136 0.168 0.10
H 3.504 4.253 0.544 0.295 -0.692 -0.061 0.04
H 5.243 4.473 0.259 -0.113 0.531 -0.150 0.06
H 5.785 6.964 0.221 -0.274 -0.238 -0.065 0.08
H 5.212 7.885 1.625 -0.204 0.299 -0.379 0.08
H 6.235 6.615 1.901 -0.156 -0.841 -0.100 0.08
H 1.556 4.012 1.953 0.734 0.002 0.064 0.06
H 0.552 4.577 3.209 -0.079 -0.040 0.058 0.08
H 2.108 4.037 3.721 0.283 -0.415 -0.433 0.10
C 1.301 -3.609 -0.660 -0.409 1.012 -0.869 -0.02
C 0.560 -3.340 -2.012 1.004 -0.024 -0.919 -0.44
C 1.607 -3.389 -3.174 -0.027 0.419 0.330 -0.16
C 1.089 -3.724 -4.545 1.036 -0.583 -0.386 -0.21
C 0.436 -5.066 -4.446 -1.839 0.888 0.073 -0.15
C -0.827 -4.963 -3.517 1.467 -1.049 -0.940 -0.52
N -0.390 -4.476 -2.207 -3.766 0.921 3.115 -0.06
O -1.448 -4.484 -1.256 3.692 -0.087 -3.107 0.02
C -1.903 -4.121 -4.181 -0.398 -0.360 0.801 -0.02
C -1.275 -6.415 -3.402 -1.165 -0.284 -0.363 -0.05
C -0.005 -1.905 -2.066 -1.323 -0.124 0.761 -0.03
H 1.517 -4.671 -0.556 -0.349 -0.013 0.250 0.08
H 0.691 -3.159 0.125 -0.140 -0.647 0.342 0.07
H 2.263 -3.093 -0.643 0.011 0.140 -0.174 0.04
H 1.996 -2.379 -3.313 0.652 -0.124 0.787 0.08
H 2.355 -4.124 -2.872 0.394 0.208 -0.244 0.12
H 1.905 -3.839 -5.265 0.499 0.130 0.252 0.11
H 0.551 -2.891 -5.001 -0.813 -0.282 0.298 0.11
H 1.081 -5.822 -3.998 0.362 0.162 -0.240 0.11
H 0.107 -5.361 -5.444 -0.112 -0.502 0.109 0.12
H -1.713 -3.056 -4.067 -0.084 -0.020 -0.262 0.07
H -2.022 -4.449 -5.214 0.074 0.300 -0.114 0.09
H -2.821 -4.373 -3.649 -0.210 0.402 -0.031 0.09
H -1.871 -6.654 -4.287 0.160 0.059 -0.320 0.08
H -0.436 -7.110 -3.426 -0.026 -0.009 0.480 0.07
H -1.990 -6.621 -2.606 0.449 0.190 0.435 0.08
H 0.764 -1.167 -1.837 0.208 -0.165 0.052 0.06
H -0.827 -1.754 -1.360 0.091 -0.203 0.460 0.09
H -0.476 -1.582 -2.997 0.357 -0.398 -0.446 0.07
C -6.828 -0.930 -3.606 0.297 0.104 0.057 -0.02
C -5.383 -0.593 -3.987 0.531 -1.107 -1.706 -0.48
C -5.410 0.676 -4.858 -0.436 0.400 0.692 -0.17
C -5.494 1.937 -4.015 0.085 -0.003 -0.067 -0.19
C -4.333 1.998 -3.034 -0.274 -0.359 -1.924 -0.16
C -4.282 0.767 -2.110 -0.505 1.614 0.856 -0.47
N -4.470 -0.488 -2.830 0.276 -3.576 1.663 -0.06
O -4.272 -1.678 -2.087 -0.796 4.350 -2.838 0.01
C -2.886 0.868 -1.522 0.276 0.119 1.848 -0.04
C -5.413 1.035 -1.054 0.911 -0.469 0.074 -0.03
C -4.798 -1.684 -4.984 -0.117 0.161 1.599 -0.03
H -7.256 -0.105 -3.038 -0.119 -0.113 0.067 0.07
H -6.909 -1.851 -3.029 0.106 0.039 0.014 0.09
H -7.381 -1.018 -4.543 -0.168 -0.174 0.077 0.08
H -4.571 0.695 -5.556 0.256 0.160 0.257 0.08
H -6.298 0.620 -5.490 -0.045 -0.186 -0.059 0.11
H -6.398 1.965 -3.403 -0.291 -0.155 -0.285 0.10
H -5.551 2.804 -4.676 0.190 0.180 0.090 0.11
H -4.429 2.959 -2.531 0.385 -0.333 0.645 0.12
H -3.403 1.987 -3.607 0.100 0.300 -0.066 0.08
H -2.747 0.288 -0.606 0.102 -0.817 -0.360 0.07
H -2.048 0.748 -2.209 -0.268 -0.480 -0.261 0.07
H -2.746 1.867 -1.101 -0.284 0.326 -0.297 0.06
H -6.407 1.128 -1.492 0.076 -0.090 -0.154 0.06
H -5.450 0.265 -0.285 0.046 -0.073 -0.105 0.07
H -5.169 1.982 -0.573 -0.078 -0.068 0.122 0.04
H -4.914 -2.669 -4.533 -0.065 -0.106 -0.168 0.07
H -3.725 -1.513 -5.065 0.047 0.058 -0.112 0.05
H -5.246 -1.641 -5.976 -0.211 0.075 0.118 0.08
Cl -6.453 1.404 2.430 -1.185 0.368 -0.415 0.51
C -4.980 0.786 3.185 0.344 0.771 0.921 -0.64
C -3.820 0.933 2.236 -0.334 -2.126 0.432 -0.70
Cl -3.576 2.533 1.589 0.094 1.371 -0.235 0.58
H -5.217 -0.226 3.503 0.762 -0.132 -0.324 0.07
H -4.832 1.402 4.073 0.018 -0.079 0.049 0.06
H -4.033 0.241 1.423 0.664 0.050 -0.136 0.05
H -2.910 0.632 2.752 -0.158 -0.349 -0.096 0.03
Cl 3.954 -1.085 -1.684 0.519 0.571 0.110 0.57
C 5.492 -0.230 -1.229 -0.287 0.847 0.005 -0.58
C 5.236 1.142 -0.488 -0.527 -1.650 -0.358 -0.58
Cl 4.402 2.358 -1.529 0.421 -0.405 -0.181 0.56
H 6.067 -0.091 -2.144 -0.233 0.185 -0.102 0.05
H 6.041 -0.967 -0.646 -0.124 0.420 0.535 0.06
H 6.149 1.588 -0.102 -0.009 -0.144 -0.105 0.07
H 4.535 0.946 0.321 0.241 0.096 0.125 0.04
C -0.391 1.633 -6.301 -0.238 0.513 1.394 -1.47
Cl 1.034 0.739 -5.836 0.686 0.014 -0.517 0.54
Cl -0.322 3.281 -5.526 -0.167 -0.621 -0.407 0.48
Cl -1.741 0.693 -5.630 -0.198 0.470 -0.553 0.56
H -0.475 1.835 -7.364 -0.010 -0.454 0.104 0.02
C -0.642 -0.396 6.021 -0.207 -0.069 0.009 -1.46
Cl -0.425 -1.875 7.067 -0.045 0.876 -0.927 0.47
Cl 0.932 0.412 5.712 -0.610 -0.279 0.622 0.54
Cl -1.900 0.610 6.774 0.480 0.357 0.286 0.49
H -1.095 -0.568 5.042 0.114 -1.211 -0.010 -0.06
```
Positions in Å, forces in eV/Å.

Results
* spin multiplicity: 4
* gap between HOMO and LUMO (alpha / beta): 0.0998 / 0.0997 hartree
* total charge: -2

Record 2
Density functional theory data (ωB97M-V with the def2-TZVPD basis set) for 2 unconnected molecules or ions with the total composition C4H12NO2S at a distorted geometry.

```
20
Properties=species:S:1:pos:R:3:forces:R:3:lowdin_charge:R:1
O -2.183 -0.206 -0.004 1.355 -2.210 2.249 -0.11
C -0.819 -0.470 -0.756 -4.388 -3.956 0.246 -0.08
C 0.315 0.069 -0.113 0.212 3.892 2.245 -0.15
C 1.239 -0.759 0.672 -0.527 0.133 1.695 -0.19
C 2.109 -1.768 -0.124 -1.313 0.875 -1.566 -0.50
S 3.175 -0.787 -1.231 -0.688 1.180 -0.355 0.79
N 0.309 1.529 -0.004 1.172 -2.489 -0.273 0.16
H -0.856 -1.603 -0.884 0.563 1.641 -0.241 0.17
H -1.180 0.077 -1.562 0.357 0.759 -2.228 0.13
H 1.907 -0.071 1.211 -0.208 -0.371 -0.050 0.13
H 0.560 -1.306 1.452 0.928 0.635 -1.217 0.20
H 1.532 -2.513 -0.708 0.149 0.562 0.485 0.09
H 2.778 -2.268 0.513 0.617 -0.692 1.041 0.06
H 2.370 0.371 -1.337 0.929 -1.352 0.118 -0.11
H -0.250 1.965 0.724 0.212 -0.151 0.522 0.11
H -2.422 -0.921 0.750 1.343 2.123 -2.567 0.18
H 0.484 2.167 -0.786 -0.899 -0.851 -0.217 0.13
H -3.010 1.564 0.260 0.296 0.007 -0.485 -0.01
H -3.275 2.471 1.397 0.821 0.602 -1.228 0.08
O -2.780 2.462 0.529 -0.929 -0.335 1.825 -0.08
```
Positions in Å, forces in eV/Å.

Results
* energy relative to the best compared isomer or geometry (same formula, charge and spin): 506.3 kJ/mol
* gap between HOMO and LUMO: 0.2172 hartree
* total charge: +1

Record 3
Density functional theory data (ωB97M-V with the def2-TZVPD basis set) for 2 unconnected molecules or ions with the total composition C6H18N3 at a distorted geometry.

```
27
Properties=species:S:1:pos:R:3:forces:R:3:lowdin_charge:R:1
C 2.504 -0.861 0.361 -0.354 -1.002 1.001 -0.30
C 3.277 -1.919 1.186 1.207 0.692 -0.263 -0.11
C 2.091 0.345 1.209 0.765 0.232 -1.816 -0.12
H 3.119 -0.664 -0.507 -0.105 0.644 -0.185 0.10
H 1.572 -1.322 0.019 0.080 -0.068 -0.333 0.08
H 2.717 -2.759 1.569 -0.288 -0.123 -0.008 0.06
H 1.433 -0.006 1.985 -0.226 0.354 0.472 0.07
H 2.956 0.887 1.550 0.427 -0.182 0.847 0.07
H 3.825 -1.460 2.017 -0.427 0.087 0.113 0.07
H 4.115 -2.273 0.576 -0.342 -0.471 -0.031 0.07
H 1.667 1.107 0.546 -0.621 -0.197 0.192 0.05
C -1.117 1.726 0.007 0.553 0.962 0.759 -0.23
C -0.841 3.034 -0.724 0.372 -0.040 -0.232 -0.06
C -1.651 -0.570 -0.569 0.339 -0.595 -0.680 -0.44
N -1.383 0.657 -0.953 -0.128 0.781 1.004 0.11
N -1.690 -0.901 0.726 -0.264 0.368 -0.069 0.22
N -1.850 -1.528 -1.472 0.038 -0.977 -0.158 0.21
H -0.278 1.473 0.659 0.359 -0.197 -0.496 0.08
H -1.859 1.923 0.795 -0.850 -0.493 -0.868 0.13
H -1.483 3.215 -1.590 -0.225 -0.218 0.164 0.09
H 0.189 3.085 -1.093 -0.106 -0.050 0.140 0.09
H -1.118 0.872 -1.900 -0.335 -0.231 -0.167 0.17
H -1.994 -0.200 1.382 0.216 -0.127 0.206 0.12
H -1.782 -1.871 0.979 -0.204 0.092 0.110 0.13
H -1.647 -1.482 -2.459 0.070 0.492 0.190 0.14
H -2.036 -2.463 -1.146 -0.054 0.040 -0.002 0.13
H -1.002 3.857 -0.041 0.104 0.225 0.109 0.08
```
Positions in Å, forces in eV/Å.

Results
* energy relative to the best compared isomer or geometry (same formula, charge and spin): 69.3 kJ/mol
* gap between HOMO and LUMO: 0.4070 hartree
* total charge: +1

Record 4
Density functional theory data (ωB97M-V with the def2-TZVPD basis set) for a gas-phase ion, C7H12N (charge +1) at a distorted geometry.

```
20
Properties=species:S:1:pos:R:3:forces:R:3:lowdin_charge:R:1
C -1.708 0.017 0.742 -2.568 0.787 -0.059 0.09
C -3.555 0.160 -0.829 -5.287 -0.285 -5.972 0.04
C -0.492 -0.191 1.593 -1.569 0.398 -0.986 0.04
C -0.007 -0.293 0.200 2.621 2.137 -0.573 -0.35
C 0.194 -1.506 -0.504 -0.379 -2.360 0.022 -0.02
C 2.183 0.812 -0.019 -1.439 0.860 -0.786 -0.02
C 0.677 0.944 -0.267 1.071 -3.062 -2.874 -0.18
N -2.675 0.206 0.060 7.130 -0.709 7.406 0.11
H -3.949 -0.851 -1.136 0.459 1.388 0.242 0.13
H -3.814 1.108 -1.353 -0.024 -1.039 0.489 0.12
H -0.104 0.701 2.080 -0.383 -0.067 0.238 0.15
H -0.439 -1.112 2.137 -0.481 -0.390 0.491 0.15
H 1.206 -1.868 -0.513 0.784 -0.092 0.272 0.11
H -0.106 -1.586 -1.509 -0.253 0.955 -1.715 0.10
H -0.417 -2.300 -0.130 -0.230 -0.772 0.949 0.10
H 2.154 0.851 1.007 1.400 0.356 2.636 0.06
H 2.749 1.572 -0.522 0.185 0.480 0.161 0.10
H 2.511 -0.120 -0.318 0.905 -1.918 -0.694 0.05
H 0.579 0.956 -1.342 -0.498 0.561 -0.485 0.13
H 0.387 1.800 0.185 -1.444 2.772 1.237 0.09
```
Positions in Å, forces in eV/Å.

Results
* spin multiplicity: 3
* energy relative to the best compared isomer or geometry (same formula, charge and spin): 254.1 kJ/mol
* gap between HOMO and LUMO (alpha / beta): 0.2467 / 0.3321 hartree
* total charge: +1

Record 5
Density functional theory data (ωB97M-V with the def2-TZVPD basis set) for C3H8N2O in the gas phase at a distorted geometry.

```
14
Properties=species:S:1:pos:R:3:forces:R:3:lowdin_charge:R:1
C 1.522 -0.746 0.760 -0.448 -0.817 -0.750 -0.06
C 0.204 -0.369 0.034 -0.079 -0.436 0.393 -0.36
C -0.146 1.063 -0.370 -0.529 -0.848 2.030 -0.26
O 1.054 1.814 -0.324 -1.520 4.097 0.027 -0.12
N -0.628 -1.340 -0.097 -0.018 0.094 0.112 -0.06
N -1.855 -1.155 -0.716 -1.277 2.839 0.382 -0.05
H 2.462 -0.617 0.091 -1.669 -0.435 1.194 0.10
H 1.256 -1.822 1.062 1.156 1.404 -0.553 0.09
H 1.664 -0.176 1.693 -0.047 0.008 -0.491 0.06
H -0.863 1.448 0.487 0.838 -0.603 -1.817 0.15
H -0.662 0.960 -1.349 0.398 0.862 0.325 0.11
H 0.759 2.844 -0.204 1.258 -3.868 -0.578 0.17
H -2.582 -1.843 -0.365 1.463 1.526 -0.444 0.10
H -2.187 -0.061 -0.704 0.473 -3.823 0.171 0.12
```
Positions in Å, forces in eV/Å.

Results
* energy relative to the best compared isomer or geometry (same formula, charge and spin): 328.2 kJ/mol
* SMILES: C/C(CO)=N/N
* gap between HOMO and LUMO: 0.3379 hartree